No. 1
Below is the molecule C25H29FN2O4, with properties calculated with ωB97M-V/def2-TZVPD.

Structure (ORCA input):
```
! wB97M-V def2-TZVPD RIJCOSX def2/J DEFGRID3
* xyz 0 1
F 2.64458 -5.95490 -2.84461
O 4.48336 -0.03172 -2.76342
O 4.41183 2.15721 -1.39487
O 3.35852 3.03233 1.27017
O -3.34951 -0.05521 -1.19366
N -0.77119 0.61344 4.02080
N 2.36039 0.97938 1.15342
C -6.07694 1.55430 -3.17485
C 2.85862 -4.64451 -2.62495
C 1.81972 -3.86421 -2.14846
C 3.09770 0.22761 -0.90104
C 3.63435 1.54721 -0.66607
C 2.04276 -2.52081 -1.91445
C 4.10871 -4.11210 -2.89036
C -3.90600 0.89273 -2.08434
C -5.39283 0.58364 -2.22222
C 3.59193 -0.53970 -1.92215
C -1.13081 0.93029 -1.43326
C 4.31819 -2.76760 -2.66122
C 2.13692 -0.10444 0.20851
C 0.68186 -0.09842 -0.21651
C -0.93929 0.36887 5.43837
C -0.21539 -1.02583 0.30510
C -0.24353 1.94422 3.75484
C 3.11764 1.99833 0.68719
C 0.20561 0.87872 -1.07825
C -1.54761 -0.98531 -0.04325
C -2.02415 -0.00595 -0.91907
C 3.29534 -1.96097 -2.15637
C -2.00843 0.36780 3.30946
C 0.49326 2.00213 2.41776
C 1.68373 1.04015 2.42578
H -2.24934 -1.70114 0.35372
H -7.13382 1.31660 -3.25882
H -1.66671 1.04941 5.90802
H 0.13429 -1.78810 0.98579
H -2.82497 1.02747 3.64504
H 0.02005 0.48301 5.94075
H -1.46289 1.70446 -2.10606
H 4.67937 0.91092 -2.49540
H -1.85721 0.51697 2.24296
H -5.85260 0.63846 -1.23440
H 4.89290 -4.74653 -3.27155
H 2.37441 -1.06615 0.68459
H 0.46611 2.19234 4.54754
H 0.85271 -4.30753 -1.97164
H 5.28164 -2.32740 -2.86434
H -5.50252 -0.43946 -2.58478
H 2.40970 1.38253 3.16961
H -3.76729 1.90957 -1.69146
H -5.98206 2.57633 -2.81493
H -3.41469 0.82500 -3.06495
H 0.85723 3.01631 2.25027
H 0.88594 1.61679 -1.47778
H 1.33893 0.04025 2.69229
H -0.17951 1.74169 1.60012
H -1.28438 -0.65443 5.58148
H -5.63206 1.49690 -4.16576
H -1.04169 2.70579 3.76778
H 1.23023 -1.90070 -1.57606
H -2.31113 -0.66605 3.46994
*
```

Computed properties:
**ΔE to the lowest compared entry with this formula, charge and spin**: 0.0 kcal/mol
**Molar mass**: 440.51 u
**SMILES**: CCCOc1ccc([C@H]2/C(=C(/O)c3ccc(F)cc3)C(=O)C(=O)N2CCCN(C)C)cc1
**Frontier orbital gap**: 0.301 hartree

Here are the Löwdin charges for atoms 1 to 8, given in e:
1. F 0.07
2. O 0.11
3. O 0.10
4. O 0.11
5. O -0.04
6. N -0.28
7. N 0.00
8. C -0.11

No. 2
Below is a structure of composition C25H29IrN7O5S in a non-equilibrium geometry, with properties calculated with ωB97M-V/def2-TZVPD.

Structure (ORCA input):
```
! wB97M-V def2-TZVPD RIJCOSX def2/J DEFGRID3
* xyz 2 2
Ir 0.20772 -0.30372 0.49131
S 2.26026 -6.65730 -0.42662
O 2.30855 -0.13096 -0.18393
O 1.61310 5.73900 -0.39062
O -1.68928 0.85973 0.54807
O -2.61204 2.90523 0.64570
O 3.98091 1.25072 -0.79386
N 0.62914 1.80256 0.00941
N -1.78767 -2.68541 -1.06178
N 0.88004 -2.40160 0.32253
N 0.21432 -0.17720 2.66154
N -1.69243 -1.37482 -0.80709
N -1.54226 -9.00219 0.35873
N 0.81232 0.30133 4.68600
C 2.01709 -4.01178 -1.00662
C 2.69042 -0.19327 3.09771
C 0.06606 -8.08470 -1.12702
C 2.85763 1.00980 -0.44570
C 1.71082 -5.01363 -0.08191
C -1.09817 -8.80409 -0.87126
C 0.62882 -3.34440 1.23864
C -1.68952 2.15184 0.48290
C 1.25304 4.47383 -0.26726
C -2.40642 -4.87660 -0.22566
C -0.06252 4.06343 0.00968
C -2.94893 -3.51334 -0.66915
C 0.77172 -7.58447 -0.04157
C 2.24156 3.48684 -0.42438
C 1.87227 2.17869 -0.27949
C -0.92948 0.06029 3.39766
C 0.33145 -7.84120 1.24752
C -0.31782 2.72580 0.14837
C -0.56336 0.35775 4.66583
C -0.85651 -8.55171 1.39671
C 1.57713 -2.72656 -0.77226
C -3.86032 -3.68232 -1.89294
C 1.01363 -4.65610 1.07340
C 1.26133 -0.01675 3.46216
C -3.71529 -2.85053 0.47286
H -1.77894 -5.32653 -0.99823
H -1.25674 -8.77896 2.37761
H -1.77652 -0.77958 -1.63428
H 0.88145 6.35538 -0.25921
H -3.05508 -2.60290 1.30820
H 0.41991 -7.93727 -2.13797
H -3.37100 -4.24741 -2.68746
H -3.23699 -5.55013 -0.02364
H 0.79334 -5.37778 1.84293
H -4.75663 -4.22176 -1.59174
H -2.39692 -1.09040 -0.12392
H 1.39061 0.47880 5.49226
H -4.24680 -1.95795 0.13381
H 0.90354 -7.54768 2.11677
H 0.11603 -3.03015 2.13920
H -4.16874 -2.71518 -2.29329
H -1.31715 -2.97479 -1.91544
H -4.46555 -3.54558 0.84161
H 3.26503 3.75071 -0.65123
H -1.81612 -4.77620 0.68326
H 1.79541 -1.93002 -1.47174
H 2.76582 -0.52925 2.06580
H -1.68215 -9.23399 -1.67635
H -1.90976 0.01721 2.95800
H 3.23768 0.74382 3.20796
H -0.87192 4.77535 0.11082
H -1.15697 0.60026 5.52834
H 3.16308 -0.92862 3.74936
H 2.58936 -4.23760 -1.89515
*
```

Computed properties:
**⟨S²⟩**: 0.921
**ΔE to the lowest compared entry with this formula, charge and spin**: 73.8 kcal/mol
**Molar mass**: 731.84 u
**Frontier orbital gap (spin up / spin down)**: 0.240 / 0.198 hartree

Here are the Löwdin charges for atoms 1 to 8, given in e:
1. Ir 1.50
2. S 1.06
3. O -0.16
4. O 0.15
5. O -0.18
6. O 0.15
7. O 0.15
8. N 0.03

No. 3
Below is a structure of composition C25H29N3O9Ti, with properties calculated with ωB97M-V/def2-TZVPD.

Structure (ORCA input):
```
! wB97M-V def2-TZVPD RIJCOSX def2/J DEFGRID3
* xyz 0 3
Ti 1.23873 0.79615 -0.40641
O -1.66228 0.49931 1.08709
O 1.74734 2.48172 -1.57586
O 2.09834 -0.19859 -2.18032
O 0.90302 4.46310 -1.25328
O 1.90961 0.93443 1.30414
O -1.26904 3.01252 -2.83512
O -0.62081 0.39136 -1.60231
O 0.23905 2.75418 -0.09231
O -2.85597 2.69162 -0.52918
N 1.30228 -1.21288 0.03105
N 0.94515 3.30407 -0.97713
N 1.21171 -1.87571 1.19760
C 1.61442 -1.28765 4.80029
C -2.86924 1.20370 1.34229
C 1.62159 -2.21879 -3.47425
C -2.78946 2.63624 0.88289
C -1.68401 1.77132 -3.35449
C 0.94226 -3.27508 3.58323
C 1.82875 0.17152 2.39968
C 1.49306 -2.02177 6.00068
C 1.64782 -1.51187 -2.29340
C 1.21577 -2.05241 -1.07587
C -2.32377 3.90542 -2.51264
C 2.01650 0.07835 4.80710
C -1.79137 -0.65138 0.28318
C 1.44970 -1.18000 2.32879
C 0.71067 -4.08785 -2.26627
C -1.80093 -0.32369 -1.19196
C 0.83013 -3.96531 4.76194
C 1.33419 -1.91984 3.57163
C 0.75152 -3.36636 -1.07923
C 1.13873 -3.52703 -3.45872
C 2.11679 0.77460 3.64116
C 1.10748 -3.33440 5.98776
C 2.98505 0.29338 -3.18825
C -0.65996 0.71930 -3.00064
C -2.53378 3.97889 -1.01872
H 2.41291 1.81582 3.62701
H 0.73571 -3.75884 2.63952
H -0.84588 -0.19852 -3.56878
H 3.36933 1.24202 -2.82950
H -3.62315 3.20032 1.32431
H -3.24818 3.60182 -3.01419
H -0.97277 -1.31627 0.54234
H 0.52827 -5.00513 4.74970
H -1.85522 -1.25445 -1.76896
H -3.34471 4.68807 -0.79963
H 2.44792 0.45219 -4.12469
H -2.72747 -1.18334 0.49546
H 2.23700 0.55649 5.75350
H -1.84915 3.07418 1.23146
H 1.97257 -1.77711 -4.39684
H 1.71282 -1.52195 6.93699
H 0.32749 1.09909 -3.25224
H 1.10985 -4.09742 -4.37694
H -2.66862 0.29741 -1.41329
H 3.79387 -0.42116 -3.33775
H -1.61953 4.34102 -0.54139
H -2.67357 1.50509 -2.97798
H -1.74806 1.81114 -4.45105
H 0.44134 -3.80549 -0.14249
H -3.71449 0.71053 0.85047
H -3.05057 1.19098 2.42124
H 0.34444 -5.10638 -2.25417
H -2.04902 4.89621 -2.88045
H 1.01785 -3.88692 6.91423
*
```

Computed properties:
**⟨S²⟩**: 2.043
**ΔE to the lowest compared entry with this formula, charge and spin**: 0.0 kcal/mol
**Molar mass**: 563.39 u
**Frontier orbital gap (spin up / spin down)**: 0.237 / 0.266 hartree

Here are the Löwdin charges for atoms 1 to 8, given in e:
1. Ti 1.21
2. O -0.12
3. O -0.10
4. O -0.22
5. O 0.14
6. O -0.18
7. O -0.12
8. O -0.22

No. 4
Below is a structure of composition C25H29N5O4PPd, with properties calculated with ωB97M-V/def2-TZVPD.

Structure (ORCA input):
```
! wB97M-V def2-TZVPD RIJCOSX def2/J DEFGRID3
* xyz 3 1
Pd 0.26572 -0.28779 0.00556
P -2.59694 -2.57579 -0.17457
O -2.20358 -3.73198 0.67439
O 2.60198 -0.57288 -3.28425
O 1.72939 -1.05936 3.67357
O -1.83911 -1.27648 -0.20270
N 0.97175 0.03828 -1.89013
N 0.32882 -0.63998 1.99280
N 2.11278 -0.89883 0.18647
N -2.61792 -4.81225 -1.68665
N -4.19114 -0.83762 1.18261
C 0.51535 -0.54290 4.33534
C -1.62082 3.17024 2.08977
C 2.86800 -1.00842 -0.90658
C 2.55167 -1.25144 1.39635
C -2.31114 3.57914 3.21840
C -2.78041 -0.34952 -4.91399
C -2.41773 2.72306 4.30847
C 1.49966 -1.00195 2.39811
C -4.31135 -1.99858 0.22781
C 2.12557 -0.50876 -2.07775
C 4.64187 -1.84453 0.43649
C -3.22699 0.44726 -2.69373
C -1.02785 1.91094 2.05039
C 1.55492 -0.03022 -4.16974
C 4.16080 -1.48740 -0.82238
C -0.49480 -0.32309 3.17626
C -0.95248 0.27399 -3.46863
C -1.86713 0.59705 -2.47531
C 0.50616 0.57085 -3.20817
C 3.83632 -1.72940 1.56732
C -1.12641 1.05048 3.13769
C -2.70984 -3.31619 -1.86888
C -1.83216 1.46772 4.26597
C -3.68917 -0.03038 -3.91376
C -1.41750 -0.18937 -4.69486
H 0.79379 0.38058 4.83609
H -4.08009 -1.15651 2.14666
H 1.19156 -0.85956 -4.77001
H -3.93358 0.75152 -1.93021
H 0.20568 -1.29278 5.05536
H -1.52696 3.83726 1.24260
H -4.75203 -0.11458 -4.10144
H -0.73386 -0.40223 -5.50712
H -1.28154 -1.07989 3.23567
H -0.47806 1.64352 1.14988
H -5.00549 -0.22089 1.15580
H -2.33171 -4.94959 -0.68944
H -4.92346 -2.77162 0.68662
H -2.75803 4.56344 3.25380
H -1.85697 -2.97630 -2.45412
H 0.62654 1.65581 -3.17989
H 4.19776 -1.99744 2.55114
H -3.13105 -0.68921 -5.87934
H -1.51212 1.01350 -1.53664
H -1.91813 0.81218 5.12682
H -1.93773 -5.24934 -2.30817
H 4.77512 -1.57163 -1.70892
H -3.61381 -3.06194 -2.41749
H -3.34352 -0.31031 0.92048
H -3.51126 -5.28283 -1.83633
H -4.80120 -1.62349 -0.66965
H 5.65421 -2.21298 0.53689
H 2.03608 0.71031 -4.79948
H -2.95092 3.03718 5.19569
*
```

Computed properties:
**ΔE to the lowest compared entry with this formula, charge and spin**: 27.1 kcal/mol
**Molar mass**: 600.93 u
**Frontier orbital gap**: 0.269 hartree

Here are the Löwdin charges for atoms 1 to 8, given in e:
1. Pd 1.06
2. P 0.43
3. O -0.31
4. O 0.10
5. O 0.11
6. O -0.41
7. N 0.04
8. N 0.03